Entry 1:
# C36H47N8STm

A structure of composition C36H47N8STm at a distorted geometry (the ωB97M-V functional and the def2-TZVPD basis, OMol25).

Geometry as ORCA input:
```
! wB97M-V def2-TZVPD RIJCOSX def2/J DEFGRID3
* xyz 2 3
Tm -17.93 -12.02 -3.23
C -19.31 -12.46 -0.41
C -18.92 -10.99 -0.31
N -17.82 -10.67 -1.22
C -17.72 -9.24 -1.51
C -18.69 -8.87 -2.61
C -19.14 -7.59 -2.79
C -20.10 -7.38 -3.77
C -20.54 -8.43 -4.55
C -19.98 -9.68 -4.39
C -20.23 -10.86 -5.27
N -19.96 -12.14 -4.63
C -21.05 -12.64 -3.78
C -20.94 -12.34 -2.30
N -19.65 -12.79 -1.81
N -19.08 -9.90 -3.40
H -20.09 -12.68 0.32
H -18.46 -13.09 -0.16
H -18.68 -10.72 0.72
H -19.76 -10.36 -0.59
H -16.94 -11.01 -0.79
H -16.70 -9.05 -1.88
H -17.85 -8.65 -0.63
H -18.76 -6.81 -2.16
H -20.45 -6.33 -3.94
H -21.31 -8.24 -5.29
H -19.55 -10.76 -6.16
H -21.25 -10.83 -5.71
H -19.68 -12.81 -5.38
H -20.99 -13.75 -3.89
H -22.01 -12.30 -4.15
H -21.80 -12.83 -1.81
H -20.99 -11.25 -2.08
H -19.55 -13.82 -1.85
C -19.78 -15.49 -6.16
C -18.64 -14.52 -6.35
C -17.42 -14.80 -5.73
C -17.23 -16.06 -4.95
C -16.32 -13.99 -5.97
C -14.99 -14.51 -5.54
C -16.47 -12.82 -6.77
C -15.19 -12.06 -7.09
C -17.69 -12.51 -7.36
C -17.84 -11.29 -8.20
C -18.75 -13.42 -7.23
C -19.96 -13.25 -8.10
H -19.91 -15.69 -5.10
H -19.53 -16.44 -6.62
H -20.70 -15.21 -6.61
H -16.60 -16.77 -5.49
H -18.12 -16.63 -4.71
H -16.70 -15.87 -4.03
H -15.05 -14.83 -4.50
H -14.16 -13.83 -5.67
H -14.72 -15.39 -6.12
H -14.59 -11.79 -6.23
H -15.35 -11.11 -7.62
H -14.57 -12.71 -7.71
H -17.39 -11.56 -9.15
H -17.31 -10.43 -7.81
H -18.87 -11.03 -8.37
H -20.53 -12.35 -7.88
H -20.61 -14.08 -8.13
H -19.66 -13.10 -9.13
S -16.35 -13.82 -1.97
C -14.82 -13.08 -2.42
N -13.63 -13.69 -2.22
N -13.60 -14.89 -1.69
C -12.39 -15.57 -1.48
C -12.36 -16.63 -0.58
C -11.19 -17.34 -0.34
C -10.01 -16.89 -0.96
C -10.05 -15.87 -1.87
C -11.24 -15.19 -2.14
N -14.63 -11.89 -2.99
N -15.67 -11.32 -3.50
C -15.45 -10.03 -4.02
C -16.41 -9.55 -4.91
C -16.47 -8.24 -5.32
C -15.49 -7.36 -4.88
C -14.52 -7.82 -4.00
C -14.52 -9.12 -3.52
H -14.44 -15.37 -1.44
H -13.32 -16.93 -0.12
H -11.16 -18.12 0.38
H -9.08 -17.34 -0.65
H -9.12 -15.52 -2.30
H -11.29 -14.36 -2.83
H -17.16 -10.25 -5.30
H -17.28 -7.92 -6.00
H -15.46 -6.31 -5.19
H -13.76 -7.13 -3.69
H -13.78 -9.46 -2.83
*
```

Results
F_max ... 2.05 eV/A
LUMO (spin up / spin down) ... -5.9 / -5.9 eV
Energy relative to the best compared isomer or geometry (same formula, charge and spin) ... 63.0 kJ/mol
Kohn-Sham gap (spin up / spin down) ... 6.198 / 6.205 eV

---

Entry 2:
# C36H48AsIrNO6PSi3

A structure of composition C36H48AsIrNO6PSi3 at a distorted geometry (the ωB97M-V functional and the def2-TZVPD basis, OMol25).

Geometry as ORCA input:
```
! wB97M-V def2-TZVPD RIJCOSX def2/J DEFGRID3
* xyz 1 6
Ir -0.26 0.16 0.02
O 2.10 -1.34 1.23
N 1.27 -0.32 1.65
C 1.47 0.00 2.86
C 0.86 1.14 3.59
C 1.55 1.44 4.76
C 1.20 2.53 5.55
C 0.13 3.32 5.18
C -0.57 3.02 4.03
C -0.23 1.94 3.22
P -1.33 1.62 1.80
C -2.90 1.16 2.56
C -3.15 -0.20 2.76
C -4.30 -0.60 3.42
C -5.21 0.35 3.87
C -4.97 1.70 3.67
C -3.82 2.11 3.02
C -1.60 3.22 0.99
C -0.62 4.21 0.96
C -0.79 5.34 0.18
C -1.94 5.50 -0.57
C -2.93 4.53 -0.55
C -2.76 3.39 0.22
H 2.12 -1.19 0.27
H 2.24 -0.54 3.40
H 2.39 0.83 5.05
H 1.76 2.74 6.45
H -0.16 4.17 5.79
H -1.42 3.64 3.76
H -2.45 -0.93 2.39
H -4.50 -1.65 3.58
H -6.11 0.03 4.38
H -5.68 2.44 4.02
H -3.63 3.16 2.85
H 0.29 4.09 1.54
H -0.02 6.10 0.16
H -2.07 6.39 -1.18
H -3.83 4.65 -1.13
H -3.53 2.62 0.23
O -0.88 2.38 -2.41
C -0.67 1.56 -1.66
O -1.32 -1.28 0.44
C -3.25 0.08 -3.83
Si -3.29 -1.35 -2.64
C -4.02 -2.87 -3.43
C -4.17 -0.88 -1.06
As -1.10 -1.94 -2.01
Si 0.52 -1.86 -3.79
C 2.04 -2.77 -3.28
C -0.40 -2.78 -5.14
C 0.79 -0.09 -4.27
Si -1.10 -4.06 -0.93
C -1.15 -5.31 -2.32
C -2.59 -4.26 0.16
C 0.48 -4.17 0.03
H -4.28 0.29 -4.15
H -2.68 -0.15 -4.74
H -2.86 0.99 -3.39
H -5.05 -2.66 -3.73
H -4.05 -3.71 -2.73
H -3.47 -3.17 -4.32
H -5.19 -0.56 -1.28
H -3.65 -0.07 -0.55
H -4.22 -1.73 -0.37
H 1.82 -3.83 -3.10
H 2.53 -2.32 -2.41
H 2.76 -2.71 -4.10
H -0.75 -3.76 -4.82
H 0.28 -2.93 -5.99
H -1.25 -2.21 -5.52
H 1.32 0.45 -3.49
H -0.15 0.41 -4.51
H 1.42 -0.06 -5.16
H -2.11 -5.32 -2.85
H -1.00 -6.31 -1.90
H -0.36 -5.15 -3.06
H -3.53 -4.18 -0.40
H -2.59 -3.54 0.97
H -2.56 -5.27 0.58
H 1.36 -4.11 -0.62
H 0.53 -5.13 0.56
H 0.53 -3.38 0.77
O 5.42 1.87 -1.67
C 4.65 2.36 -0.68
C 5.09 3.41 0.13
C 4.29 3.91 1.13
C 3.02 3.39 1.35
C 2.58 2.35 0.55
C 3.37 1.80 -0.47
C 2.87 0.61 -1.24
O 3.57 -0.03 -2.01
O 1.64 0.23 -0.98
H 6.26 2.35 -1.70
H 6.07 3.83 -0.04
H 4.66 4.72 1.75
H 2.39 3.78 2.14
H 1.60 1.93 0.69
*
```

Results
F_max ... 1.57 eV/A
LUMO (spin up / spin down) ... -2.7 / -4.4 eV
Energy relative to the best compared isomer or geometry (same formula, charge and spin) ... 0.0 kJ/mol
Kohn-Sham gap (spin up / spin down) ... 6.781 / 6.202 eV

---

Entry 3:
# C36H48F3N6PSTl

A structure of composition C36H48F3N6PSTl (the ωB97M-V functional and the def2-TZVPD basis, OMol25).

Geometry as ORCA input:
```
! wB97M-V def2-TZVPD RIJCOSX def2/J DEFGRID3
* xyz 1 1
Tl 0.06 -0.73 0.70
C -2.87 -1.70 2.24
N -2.50 -0.86 1.12
C -2.87 0.54 1.35
C -2.05 1.19 2.43
C -2.64 2.06 3.34
C -1.83 2.74 4.23
C -0.46 2.55 4.18
C 0.04 1.65 3.25
N -0.74 0.97 2.41
C -3.04 -1.32 -0.16
C -2.38 -2.57 -0.69
C -3.09 -3.48 -1.46
C -2.42 -4.55 -2.02
C -1.07 -4.69 -1.78
C -0.44 -3.75 -0.99
N -1.07 -2.71 -0.47
C -1.77 -2.59 2.78
C -2.10 -3.61 3.66
C -1.10 -4.41 4.18
C 0.21 -4.17 3.80
C 0.46 -3.13 2.92
N -0.51 -2.36 2.43
H -3.73 -2.34 1.99
H -3.20 -1.07 3.08
H -3.94 0.65 1.57
H -2.64 1.08 0.42
H -3.71 2.20 3.34
H -2.26 3.43 4.95
H 0.21 3.07 4.83
H 1.10 1.46 3.16
H -2.86 -0.53 -0.89
H -4.13 -1.49 -0.09
H -4.15 -3.34 -1.62
H -2.95 -5.27 -2.63
H -0.51 -5.52 -2.19
H 0.62 -3.83 -0.76
H -3.13 -3.78 3.92
H -1.33 -5.21 4.87
H 1.03 -4.77 4.16
H 1.45 -2.92 2.57
F 6.65 -1.79 1.30
C 5.37 -1.86 0.92
F 5.29 -1.24 -0.27
F 5.12 -3.16 0.70
C 4.43 -1.26 1.94
C 4.92 -0.78 3.13
C 4.04 -0.22 4.06
C 2.71 -0.14 3.70
N 2.22 -0.58 2.55
C 3.04 -1.18 1.69
S 2.32 -1.85 0.26
H 5.97 -0.84 3.35
H 4.38 0.15 5.01
H 1.98 0.31 4.38
C -1.69 3.62 -1.39
C -1.39 2.59 -2.49
C -1.13 3.34 -3.80
C -2.69 1.79 -2.65
P 0.01 1.46 -1.90
N -0.64 0.60 -0.76
C 1.47 2.56 -1.33
C 1.79 3.76 -2.22
C 1.18 3.06 0.09
C 2.74 1.71 -1.24
C 0.59 0.39 -3.37
C -0.64 -0.25 -4.02
C 1.42 -0.78 -2.84
C 1.39 1.10 -4.46
H -2.66 4.07 -1.60
H -0.97 4.43 -1.36
H -1.74 3.14 -0.41
H -1.90 4.10 -3.92
H -1.19 2.68 -4.66
H -0.17 3.84 -3.83
H -3.45 2.46 -3.05
H -3.04 1.43 -1.69
H -2.61 0.94 -3.33
H 1.00 4.50 -2.23
H 2.02 3.48 -3.25
H 2.68 4.25 -1.82
H 0.54 3.94 0.10
H 2.12 3.33 0.56
H 0.70 2.29 0.69
H 3.15 1.44 -2.21
H 2.59 0.79 -0.67
H 3.51 2.29 -0.73
H -1.26 -0.75 -3.28
H -0.30 -1.00 -4.74
H -1.25 0.47 -4.57
H 0.90 -1.28 -2.02
H 2.41 -0.50 -2.50
H 1.54 -1.51 -3.64
H 0.86 1.94 -4.90
H 1.59 0.39 -5.26
H 2.36 1.45 -4.11
*
```

Results
F_max ... 0.51 eV/A
LUMO ... -2.0 eV
Kohn-Sham gap ... 8.288 eV

---

Entry 4:
# C36H49AuBN8O3PS3Si

A structure of composition C36H49AuBN8O3PS3Si at a distorted geometry (the ωB97M-V functional and the def2-TZVPD basis, OMol25).

Geometry as ORCA input:
```
! wB97M-V def2-TZVPD RIJCOSX def2/J DEFGRID3
* xyz 1 2
Au 0.74 1.29 0.37
C -3.51 2.10 0.16
C -2.23 2.26 -0.33
N -1.36 1.87 0.58
N -2.02 1.43 1.65
C -3.34 1.56 1.43
B -1.23 1.16 2.94
N -0.27 2.37 3.08
C -0.36 3.45 3.88
C 0.65 4.33 3.54
C 1.32 3.71 2.50
N 0.77 2.53 2.25
N -0.36 -0.12 2.83
C -0.22 -1.11 3.72
C 0.79 -1.95 3.29
C 1.22 -1.39 2.09
N 0.51 -0.30 1.84
N -2.10 1.02 4.16
C -1.66 0.94 5.45
C -2.73 0.61 6.24
C -3.80 0.49 5.35
N -3.41 0.74 4.13
H -4.43 2.35 -0.33
H -1.88 2.65 -1.27
H -4.04 1.27 2.18
H -1.14 3.54 4.61
H 0.86 5.28 3.98
H 2.15 4.05 1.91
H -0.83 -1.19 4.60
H 1.14 -2.84 3.77
H 1.99 -1.71 1.42
H -0.63 1.12 5.69
H -2.74 0.47 7.30
H -4.83 0.23 5.55
C -3.85 -3.45 0.51
C -2.79 -2.75 1.36
C -3.47 -2.01 2.51
C -1.81 -3.79 1.89
O -2.07 -1.77 0.59
Si -1.34 -1.98 -0.83
S -0.21 -0.18 -1.44
O -0.24 -3.13 -0.68
C 0.67 -3.83 -1.53
C -0.14 -4.71 -2.48
C 1.54 -4.67 -0.60
C 1.53 -2.84 -2.32
O -2.27 -2.23 -2.11
C -3.26 -1.56 -2.88
C -4.09 -2.67 -3.53
C -4.13 -0.66 -2.01
C -2.56 -0.72 -3.95
H -4.28 -4.26 1.08
H -3.40 -3.85 -0.39
H -4.64 -2.75 0.24
H -4.00 -2.71 3.14
H -4.18 -1.28 2.12
H -2.74 -1.48 3.11
H -2.32 -4.45 2.59
H -0.98 -3.31 2.40
H -1.42 -4.38 1.07
H -0.77 -5.39 -1.92
H 0.53 -5.29 -3.12
H -0.78 -4.09 -3.10
H 0.92 -5.35 -0.02
H 2.08 -4.03 0.09
H 2.26 -5.25 -1.18
H 0.90 -2.21 -2.93
H 2.22 -3.38 -2.96
H 2.09 -2.21 -1.63
H -4.55 -3.28 -2.77
H -3.43 -3.31 -4.12
H -4.85 -2.25 -4.18
H -4.71 -1.25 -1.30
H -4.82 -0.09 -2.62
H -3.50 0.03 -1.45
H -1.95 -1.35 -4.58
H -1.91 0.02 -3.47
H -3.30 -0.20 -4.56
S 1.33 3.28 -1.09
P 3.18 2.45 -1.11
S 3.20 0.77 0.01
C 4.46 3.63 -0.55
C 5.54 3.17 0.19
C 6.60 4.02 0.42
C 6.59 5.30 -0.10
C 5.50 5.76 -0.81
C 4.42 4.93 -1.04
C 3.68 2.11 -2.83
C 3.47 3.10 -3.78
C 3.98 2.92 -5.06
C 4.66 1.75 -5.38
C 4.84 0.77 -4.43
C 4.37 0.94 -3.14
H 5.55 2.15 0.57
H 7.45 3.67 1.00
H 7.44 5.95 0.06
H 5.49 6.77 -1.21
H 3.55 5.28 -1.57
H 2.92 3.99 -3.53
H 3.85 3.69 -5.80
H 5.03 1.61 -6.38
H 5.38 -0.13 -4.68
H 4.52 0.18 -2.38
*
```

Results
F_max ... 1.89 eV/A
LUMO (spin up / spin down) ... -5.7 / -5.5 eV
Kohn-Sham gap (spin up / spin down) ... 4.855 / 5.261 eV